Record 1
{
  "formula": "C23H57N3O15",
  "method": "ωB97M-V/def2-TZVPD",
  "species": ["C", "C", "C", "O", "C", "O", "O", "H", "H", "H", "H", "H", "H", "C", "C", "C", "O", "C", "O", "O", "H", "H", "H", "H", "H", "H", "C", "N", "C", "C", "O", "H", "H", "H", "H", "H", "H", "H", "C", "N", "C", "C", "O", "H", "H", "H", "H", "H", "H", "H", "C", "N", "C", "C", "O", "H", "H", "H", "H", "H", "H", "H", "C", "O", "H", "H", "H", "H", "C", "O", "H", "H", "H", "H", "C", "O", "H", "H", "H", "H", "C", "O", "H", "H", "H", "H", "C", "O", "H", "H", "H", "H", "C", "O", "H", "H", "H", "H"],
  "coordinates": [[4.1519, -21.4214, 34.8199], [4.8519, -20.2241, 34.2115], [6.3301, -20.0786, 34.6405], [7.0308, -19.9000, 33.4104], [6.2387, -20.2804, 32.3787], [6.6135, -20.4474, 31.2662], [4.9646, -20.4207, 32.7861], [4.8577, -22.1469, 35.2154], [3.5534, -21.8905, 34.0391], [3.4609, -21.1006, 35.5981], [4.3175, -19.3011, 34.4281], [6.6875, -20.9744, 35.1417], [6.5084, -19.2154, 35.2746], [14.1373, -22.5372, 38.1757], [13.4209, -23.7378, 37.6446], [14.3465, -24.8695, 37.1619], [13.7128, -26.0545, 37.6555], [12.8633, -25.7225, 38.6599], [12.2977, -26.4985, 39.3531], [12.7028, -24.3812, 38.7298], [13.4155, -21.7659, 38.4646], [14.7374, -22.0354, 37.4169], [14.7493, -22.7825, 39.0428], [12.6843, -23.4434, 36.9019], [15.3323, -24.7791, 37.6156], [14.3823, -24.8937, 36.0776], [15.8139, -18.1091, 35.6091], [16.7667, -18.0619, 36.6981], [17.5340, -19.2467, 36.9765], [17.0338, -16.9010, 37.3357], [17.8164, -16.7589, 38.2524], [16.2200, -18.6692, 34.7686], [15.5796, -17.1131, 35.2339], [14.8908, -18.5801, 35.9595], [18.2231, -19.0271, 37.7897], [16.8598, -20.0505, 37.2838], [18.1321, -19.6130, 36.1400], [16.4464, -16.0551, 36.9361], [10.0403, -19.5445, 35.0505], [11.2985, -20.0425, 35.5378], [11.7650, -19.5372, 36.8125], [11.9163, -21.0696, 34.9498], [12.8936, -21.6409, 35.4201], [9.7868, -19.9562, 34.0750], [10.0542, -18.4550, 34.9730], [9.2344, -19.7892, 35.7564], [11.2133, -20.0116, 37.6295], [12.8323, -19.7011, 36.9027], [11.5337, -18.4729, 36.8622], [11.4680, -21.3059, 33.9719], [8.6828, -17.8006, 29.6202], [9.3124, -17.2509, 30.8003], [9.1721, -17.9972, 32.0414], [10.1918, -16.2278, 30.7144], [10.8252, -15.7707, 31.6409], [7.7383, -18.2613, 29.9127], [9.2906, -18.5569, 29.1171], [8.4328, -17.0064, 28.9159], [10.0682, -17.8490, 32.6467], [8.3142, -17.6458, 32.6116], [9.1274, -19.0623, 31.8231], [10.2636, -15.8233, 29.6886], [12.4985, -16.7792, 40.5779], [12.0545, -17.2665, 39.3225], [12.9154, -17.5864, 41.1867], [13.2818, -16.0407, 40.4158], [11.6946, -16.2793, 41.1310], [11.6450, -18.1224, 39.4924], [8.7576, -23.1396, 34.9947], [8.6986, -23.3528, 36.4165], [9.7555, -23.3447, 34.6023], [8.0716, -23.8270, 34.4924], [8.4730, -22.1097, 34.7978], [9.3098, -24.0595, 36.6395], [10.9814, -21.1028, 40.9362], [11.0334, -19.8430, 40.2672], [11.1446, -21.0313, 42.0080], [10.0403, -21.6113, 40.6989], [11.7306, -21.7484, 40.4764], [10.4102, -19.2629, 40.7173], [8.0156, -20.8299, 38.6879], [7.3073, -21.1373, 37.5018], [7.7581, -21.5430, 39.4826], [9.0942, -20.8567, 38.5168], [7.7313, -19.8501, 39.0721], [7.8101, -21.8403, 37.0709], [15.6426, -21.4634, 33.5339], [15.7944, -21.2631, 34.9212], [14.9796, -22.3091, 33.3257], [15.1770, -20.5896, 33.0552], [16.6228, -21.6115, 33.0930], [14.9396, -21.1168, 35.3414], [10.6249, -20.1156, 30.5764], [10.1732, -20.6356, 31.8137], [9.9562, -20.3768, 29.7508], [10.6676, -19.0320, 30.6605], [11.6300, -20.4714, 30.3239], [10.1039, -21.5928, 31.7618]],
  "e_above_lowest_kcal_mol": 0.0,
  "orbital_gap_ev": 9.1,
  "smiles": "C[C@H]1COC(=O)O1.C[C@H]1COC(=O)O1.CN(C)C=O.CN(C)C=O.CN(C)C=O.CO.CO.CO.CO.CO.CO",
  "e_homo_ev": -9.015,
  "total_charge": 0,
  "lumo_energy_ev": 0.1
}

---

Record 2
{
  "formula": "C23H57N3O2P",
  "method": "ωB97M-V/def2-TZVPD",
  "species": ["C", "C", "C", "O", "O", "C", "C", "P", "H", "H", "H", "H", "H", "H", "H", "H", "H", "H", "H", "H", "C", "C", "N", "C", "C", "C", "C", "H", "H", "H", "H", "H", "H", "H", "H", "H", "H", "H", "H", "H", "H", "H", "C", "C", "N", "C", "C", "C", "C", "H", "H", "H", "H", "H", "H", "H", "H", "H", "H", "H", "H", "H", "H", "H", "C", "C", "N", "C", "C", "C", "C", "H", "H", "H", "H", "H", "H", "H", "H", "H", "H", "H", "H", "H", "H", "H"],
  "coordinates": [[8.7352, -4.6263, 5.9814], [8.5821, -4.2582, 4.5100], [7.4611, -3.3261, 4.1124], [7.3794, -2.7995, 3.0529], [6.4961, -3.0318, 5.0744], [5.5763, -4.0264, 5.4309], [4.7825, -4.4739, 4.1863], [3.6545, -5.8087, 4.5805], [8.0363, -5.4010, 6.3033], [9.7327, -5.0310, 6.1494], [8.6119, -3.7556, 6.6254], [9.4759, -3.7371, 4.1581], [8.4958, -5.1473, 3.8769], [6.0471, -4.8793, 5.9373], [4.8940, -3.5515, 6.1383], [4.1901, -3.6460, 3.7833], [5.4352, -4.8365, 3.3840], [2.7697, -5.4275, 5.5879], [4.3504, -6.9141, 5.0662], [2.9100, -6.2287, 3.4813], [-0.8279, 0.0396, 2.4506], [0.6389, -0.0712, 2.8293], [1.0550, -1.4470, 3.0769], [2.3554, -1.5521, 3.6980], [3.5978, -1.1228, 2.9070], [0.7780, -2.3898, 2.0038], [1.3529, -2.0906, 0.6144], [-1.4630, -0.4325, 3.2012], [-1.1098, 1.0900, 2.3739], [-1.0357, -0.4205, 1.4843], [0.8161, 0.4857, 3.7531], [1.2447, 0.4210, 2.0533], [2.4706, -2.6045, 4.0059], [2.3202, -0.9768, 4.6281], [3.8444, -1.8203, 2.1048], [4.4644, -1.0612, 3.5702], [3.4626, -0.1382, 2.4603], [-0.3056, -2.4831, 1.9135], [1.1271, -3.3735, 2.3429], [1.1882, -1.0500, 0.3325], [0.8531, -2.7102, -0.1321], [2.4221, -2.2891, 0.5462], [-6.1362, 1.3836, -2.0471], [-4.6690, 1.3060, -1.6571], [-4.2152, -0.0531, -1.4018], [-2.9156, -0.1112, -0.7596], [-1.7130, 0.4139, -1.5509], [-4.4419, -1.0032, -2.4810], [-3.8540, -0.6736, -3.8591], [-6.7594, 0.8870, -1.3023], [-6.4442, 2.4279, -2.1138], [-6.3294, 0.9250, -3.0175], [-4.5176, 1.8675, -0.7304], [-4.0716, 1.8231, -2.4273], [-2.7297, -1.1481, -0.4599], [-2.9935, 0.4626, 0.1697], [-1.4120, -0.2636, -2.3494], [-0.8502, 0.5480, -0.8929], [-1.9364, 1.3825, -1.9989], [-5.5206, -1.1322, -2.5912], [-4.0636, -1.9714, -2.1418], [-4.0480, 0.3633, -4.1400], [-4.3175, -1.3069, -4.6175], [-2.7784, -0.8384, -3.9065], [-3.6734, 7.1510, -5.9790], [-2.7224, 6.2764, -5.1771], [-3.3822, 5.5580, -4.0995], [-2.4641, 4.9617, -3.1479], [-1.5292, 3.8534, -3.6463], [-4.5180, 4.7345, -4.4862], [-4.2865, 3.6312, -5.5268], [-4.2216, 7.8261, -5.3206], [-3.1088, 7.7494, -6.6948], [-4.3959, 6.5623, -6.5451], [-1.9636, 6.9122, -4.7120], [-2.1814, 5.6125, -5.8707], [-3.0618, 4.5762, -2.3160], [-1.8529, 5.7693, -2.7327], [-2.0689, 2.9256, -3.8377], [-0.7757, 3.6423, -2.8839], [-1.0018, 4.1371, -4.5578], [-5.3021, 5.3975, -4.8579], [-4.9184, 4.2917, -3.5696], [-3.7043, 3.9946, -6.3753], [-5.2464, 3.2847, -5.9143], [-3.7691, 2.7667, -5.1111]],
  "orbital_gap_ev": 5.5,
  "e_homo_ev": -9.097,
  "total_charge": 1,
  "lumo_energy_ev": -3.6
}